Record 1
{"formula": "C10H18FO3P", "method": "wB97M-V/def2-TZVPD", "homo_energy_ev": -9.340, "de_lowest_kj_mol": 206.31, "homo_lumo_gap_ev": 10.0, "spin_multiplicity": 1, "smiles": "CC=C=C(F)P(=O)(OCC)OCC.C=C", "symbols": ["P", "F", "O", "O", "O", "C", "C", "C", "C", "C", "C", "C", "C", "C", "C", "H", "H", "H", "H", "H", "H", "H", "H", "H", "H", "H", "H", "H", "H", "H", "H", "H", "H"], "positions_angstrom": [[-0.74, -0.67, 0.41], [0.89, -2.79, 0.84], [-1.34, -0.77, 1.96], [-1.81, -0.82, -0.58], [-0.01, 0.77, 0.47], [-0.81, 1.95, 0.15], [-0.30, -3.42, -2.41], [-3.44, -0.44, 2.93], [-2.59, -1.41, 2.16], [0.21, -2.17, -2.28], [-0.28, 2.69, -1.14], [3.99, 0.63, 0.41], [0.86, -1.54, 0.46], [2.90, -0.18, -0.24], [1.91, -0.82, 0.28], [-3.08, -1.70, 1.16], [4.07, 1.61, -0.02], [3.13, -0.49, -1.25], [-0.79, 2.73, 0.87], [-4.22, -0.89, 3.48], [-0.49, -1.42, -2.49], [-2.55, -2.38, 2.86], [-0.90, 3.55, -1.16], [3.83, 0.71, 1.43], [4.94, 0.04, 0.40], [-4.01, 0.22, 2.18], [-1.82, 1.53, -0.04], [0.88, 2.87, -1.11], [-0.48, 2.02, -2.02], [-1.26, -3.51, -2.66], [0.17, -4.35, -2.23], [-2.79, 0.16, 3.70], [1.22, -2.02, -2.12]], "nbo_charge": [2.311, -0.307, -0.802, -1.077, -0.818, -0.066, -0.359, -0.633, -0.086, -0.402, -0.626, -0.632, -0.020, -0.193, 0.026, 0.215, 0.223, 0.216, 0.184, 0.211, 0.214, 0.172, 0.212, 0.218, 0.227, 0.205, 0.197, 0.214, 0.214, 0.175, 0.183, 0.223, 0.183]}


Record 2
{"formula": "C10H18FeO9", "method": "wB97M-V/def2-TZVPD", "homo_energy_ev": [-0.710, -0.720], "total_charge": -2, "de_lowest_kj_mol": 137.94, "homo_lumo_gap_ev": [5.1, 5.1], "s_squared": 6.01, "spin_multiplicity": 5, "symbols": ["Fe", "O", "O", "O", "O", "O", "O", "O", "O", "O", "C", "C", "C", "C", "C", "C", "C", "C", "C", "C", "H", "H", "H", "H", "H", "H", "H", "H", "H", "H", "H", "H", "H", "H", "H", "H", "H", "H"], "positions_angstrom": [[-0.61, 1.16, -0.19], [0.65, 2.49, -1.06], [1.72, -0.65, 2.48], [1.29, -5.12, -0.49], [-2.07, 0.09, 0.95], [0.22, 1.61, 1.76], [0.80, -0.51, -0.14], [-2.08, 2.80, -0.13], [1.54, -5.30, 2.23], [-1.77, 0.66, -1.80], [2.35, 3.67, 0.19], [1.08, -2.80, -0.37], [1.13, -1.62, 0.36], [-2.72, -1.58, -1.74], [1.54, -1.72, 1.84], [-2.00, -0.46, -2.52], [1.66, -2.98, 2.42], [1.69, 3.30, -1.15], [1.48, -4.19, 1.70], [1.27, -4.10, 0.18], [-2.11, 3.68, 0.23], [2.96, 4.58, 0.08], [-1.05, -0.91, -2.89], [-2.55, -0.67, 0.61], [0.83, 0.81, 2.02], [0.16, 2.14, 2.56], [-3.11, -2.33, -2.44], [-1.99, -2.09, -1.09], [1.80, -2.98, 3.50], [0.78, -2.70, -1.41], [-2.70, 2.75, -0.87], [2.90, 2.86, 0.67], [-2.56, 0.43, 1.70], [1.53, 3.95, 0.87], [-3.51, -1.17, -1.11], [2.49, 2.86, -1.81], [1.51, 4.31, -1.64], [-2.55, -0.28, -3.47]], "mulliken_spin": [3.797, 0.055, 0.000, 0.006, 0.021, 0.010, 0.007, 0.019, 0.000, 0.049, 0.000, 0.006, 0.000, 0.005, 0.000, 0.003, 0.000, 0.010, 0.000, 0.000, 0.001, -0.001, 0.000, -0.003, -0.004, 0.008, -0.001, 0.000, 0.000, 0.001, -0.004, 0.000, 0.006, 0.001, 0.001, 0.003, 0.004, 0.001]}


Record 3
{"formula": "C10H18N2O5", "method": "wB97M-V/def2-TZVPD", "homo_energy_ev": -10.004, "de_lowest_kj_mol": 655.21, "homo_lumo_gap_ev": 9.9, "spin_multiplicity": 1, "smiles": "CC(C)[C@H](N)C(=O)N[C@@H](CCC(=O)O)C(=O)O", "symbols": ["O", "O", "O", "O", "O", "N", "N", "C", "C", "C", "C", "C", "C", "C", "C", "C", "C", "H", "H", "H", "H", "H", "H", "H", "H", "H", "H", "H", "H", "H", "H", "H", "H", "H", "H"], "positions_angstrom": [[1.98, 3.01, 0.14], [4.78, -1.92, 0.60], [0.18, 2.86, -1.16], [3.68, -1.51, -1.35], [-0.82, -0.88, 1.83], [-3.73, 1.15, 0.48], [-0.58, 0.72, 0.09], [-4.82, -1.30, -0.58], [0.85, 0.92, 0.35], [-3.29, -0.92, -0.63], [1.65, -0.28, -0.09], [4.00, -1.29, 0.02], [-2.87, -0.04, 0.68], [-1.32, -0.25, 0.80], [-2.56, -2.08, -0.75], [3.08, -0.15, 0.43], [1.05, 2.32, -0.31], [-3.08, -0.18, -1.37], [-0.67, 2.20, -1.20], [3.48, 0.76, 0.03], [3.03, -0.02, 1.44], [-5.47, -0.39, -0.37], [-2.60, -2.33, -1.86], [1.27, 0.87, 1.52], [-3.06, -3.18, -0.29], [-3.49, 1.84, 1.21], [-0.98, 1.72, -0.07], [-1.36, -2.06, -0.58], [-4.99, -1.83, -1.60], [1.74, -0.10, -1.28], [1.06, -1.06, 0.39], [-3.22, -0.66, 1.47], [-5.15, -1.86, 0.36], [4.09, -2.43, -1.39], [-3.46, 1.47, -0.40]], "nbo_charge": [-0.564, -0.544, -0.632, -0.721, -0.596, -0.783, -0.671, -0.625, -0.139, -0.246, -0.396, 0.812, -0.161, 0.686, -0.619, -0.529, 0.743, 0.184, 0.475, 0.253, 0.222, 0.238, 0.222, 0.237, 0.230, 0.369, 0.368, 0.227, 0.218, 0.227, 0.251, 0.215, 0.223, 0.487, 0.340]}


Record 4
{"formula": "C10H18N2O5", "method": "wB97M-V/def2-TZVPD", "homo_energy_ev": -9.651, "de_lowest_kj_mol": 270.92, "homo_lumo_gap_ev": 9.9, "spin_multiplicity": 1, "smiles": "CC(C)C[C@H](NC(=O)[C@@H](N)CC(=O)O)C(=O)O", "symbols": ["O", "O", "O", "O", "O", "N", "N", "C", "C", "C", "C", "C", "C", "C", "C", "C", "C", "H", "H", "H", "H", "H", "H", "H", "H", "H", "H", "H", "H", "H", "H", "H", "H", "H", "H"], "positions_angstrom": [[3.53, -1.19, -1.58], [5.27, -0.14, -0.77], [0.98, -0.68, -0.77], [-2.68, 2.70, -0.15], [-0.67, 2.43, -1.17], [-0.31, 0.43, 0.72], [1.81, 0.22, 2.52], [-3.82, -1.49, -1.42], [-1.56, 0.42, -0.08], [-3.20, -1.48, -0.05], [3.37, -0.42, 0.74], [-2.81, -0.10, 0.53], [0.90, -0.08, 0.30], [2.07, 0.36, 1.06], [4.17, -0.47, -0.60], [-1.57, 1.91, -0.51], [-4.10, -2.08, 0.97], [2.61, 0.39, 3.14], [-0.25, 1.16, 1.42], [-5.09, -1.59, 0.76], [-1.24, -0.02, -1.02], [-3.00, -1.55, -2.22], [-3.55, 0.56, 0.20], [-4.58, -0.71, -1.63], [3.14, -1.43, 0.92], [2.37, 1.41, 0.83], [-2.74, 3.58, -0.72], [4.09, -0.14, 1.52], [-2.90, -0.10, 1.57], [0.90, 0.06, 2.86], [-2.26, -1.95, -0.08], [2.56, -1.11, -1.52], [-4.50, -2.44, -1.77], [-3.89, -1.88, 2.03], [-4.24, -3.17, 0.86]], "nbo_charge": [-0.721, -0.546, -0.639, -0.725, -0.580, -0.597, -0.886, -0.631, -0.155, -0.240, -0.520, -0.408, 0.694, -0.132, 0.803, 0.784, -0.596, 0.394, 0.398, 0.200, 0.275, 0.224, 0.228, 0.215, 0.231, 0.217, 0.515, 0.223, 0.224, 0.388, 0.198, 0.513, 0.225, 0.207, 0.217]}


Record 5
{"formula": "C10H18N2O5S2", "method": "wB97M-V/def2-TZVPD", "homo_energy_ev": -9.440, "homo_lumo_gap_ev": 9.7, "spin_multiplicity": 1, "smiles": "O=S1(=O)CCC[C@H](CCSc2nnco2)O1.CCO", "symbols": ["S", "S", "O", "O", "O", "O", "O", "N", "N", "C", "C", "C", "C", "C", "C", "C", "C", "C", "C", "H", "H", "H", "H", "H", "H", "H", "H", "H", "H", "H", "H", "H", "H", "H", "H", "H", "H"], "positions_angstrom": [[0.17, 0.36, 4.51], [-0.81, 3.05, -0.79], [-0.18, 0.11, 5.90], [1.14, 1.44, 4.48], [0.51, -2.04, -1.91], [-1.24, 0.67, 3.74], [-0.07, 1.93, -3.34], [1.39, 3.24, -2.30], [1.98, 2.89, -3.48], [-1.28, 1.48, 0.04], [0.19, 2.69, -2.22], [-0.64, -2.07, -4.03], [1.01, -1.15, 3.92], [0.84, -1.30, 2.34], [0.32, -1.32, -3.12], [1.08, 2.11, -4.06], [-1.21, 0.34, 2.33], [-0.51, 1.42, 1.43], [-0.68, -1.12, 2.04], [1.29, -1.18, -3.61], [1.50, -0.52, 1.89], [-0.08, -0.34, -2.87], [0.47, -2.03, 4.36], [1.29, 1.69, -5.07], [-0.99, -1.48, 1.03], [-2.28, 0.32, 2.00], [-1.16, 0.57, -0.58], [1.22, -2.29, 1.97], [-0.80, -1.52, -4.97], [0.55, 1.18, 1.18], [-2.37, 1.58, 0.30], [-1.22, -1.78, 2.78], [-0.26, -3.06, -4.27], [-0.51, 2.43, 1.91], [2.09, -1.18, 4.16], [0.87, -2.91, -2.13], [-1.61, -2.21, -3.54]], "nbo_charge": [2.291, 0.282, -0.931, -0.917, -0.729, -0.654, -0.425, -0.286, -0.269, -0.528, 0.267, -0.633, -0.648, -0.415, -0.067, 0.273, 0.080, -0.453, -0.446, 0.158, 0.217, 0.181, 0.246, 0.215, 0.243, 0.204, 0.240, 0.231, 0.214, 0.223, 0.222, 0.215, 0.200, 0.246, 0.275, 0.464, 0.213]}


Record 6
{"formula": "C10H18N3S", "method": "wB97M-V/def2-TZVPD", "homo_energy_ev": [-12.132, -12.131], "total_charge": 1, "de_lowest_kj_mol": 382.61, "homo_lumo_gap_ev": [5.7, 5.3], "spin_multiplicity": 1, "symbols": ["S", "N", "N", "N", "C", "C", "C", "C", "C", "C", "C", "C", "C", "C", "H", "H", "H", "H", "H", "H", "H", "H", "H", "H", "H", "H", "H", "H", "H", "H", "H", "H"], "positions_angstrom": [[-0.98, 2.56, -0.84], [-2.87, 1.07, 0.20], [-3.16, -1.21, -0.11], [-5.51, 0.82, 1.48], [1.88, -0.11, -0.06], [3.86, 0.59, 1.21], [1.30, -1.43, -0.67], [4.80, 1.52, 1.40], [1.17, 1.07, -0.68], [-0.93, -0.17, -0.22], [3.41, 0.01, -0.12], [-0.27, 1.00, -0.45], [-2.38, -0.12, 0.00], [-0.21, -1.51, -0.15], [-0.11, -1.98, 0.81], [-4.93, 1.24, 2.22], [5.22, 2.14, 0.67], [-5.43, -0.15, 1.73], [-4.10, -1.18, 0.24], [1.55, 2.07, -0.37], [3.88, 0.57, -0.92], [1.21, 1.05, -1.80], [-6.46, 1.13, 1.26], [1.89, -2.18, -0.27], [5.01, 1.73, 2.41], [3.37, 0.04, 1.99], [1.26, -1.32, -1.79], [3.98, -0.85, -0.24], [-3.80, 1.39, -0.02], [-2.89, -2.13, -0.53], [-0.76, -2.15, -0.79], [1.67, -0.16, 1.09]], "nbo_charge": [0.507, -0.527, -0.766, -1.126, -0.197, -0.163, -0.371, -0.378, -0.490, -0.081, -0.470, -0.052, 0.450, -0.433, 0.241, 0.391, 0.202, 0.359, 0.420, 0.259, 0.222, 0.249, 0.408, 0.228, 0.205, 0.183, 0.208, 0.235, 0.430, 0.434, 0.215, 0.207]}


| no. | energy (a.u.) | strongest force on any atom (eV Å⁻¹) | molar mass (g/mol) |
| --- | --- | --- | --- |
| 1 | -1058.672720 | 4.5 | 236.22 |
| 2 | -2332.728827 | 2.4 | 338.09 |
| 3 | -877.390069 | 9.3 | 246.26 |
| 4 | -877.536436 | 4.3 | 246.26 |
| 5 | -1673.815417 | 5.4 | 310.40 |
| 6 | -953.909088 | 4.1 | 212.34 |